1.
75
Properties=species:S:1:pos:R:3:forces:R:3:mulliken_charge:R:1 method="wB97M-V/def2-TZVPD" e_tot_ha=-2736.34751 relative_energy_kcal_mol=6.1 charge=0 homo_energy_ev=-8.3 smiles="CN1C(=O)[C@@H](Cc2ccccc2)N(/C=C/[C@H](c2cccc([N+](=O)[O-])c2)[C@H](c2ccc(C(F)(F)F)cc2)S(=O)(=O)C(F)(F)F)C1(C)C"
C -1.942780 0.056989 -4.942846 0.27 0.11 -0.33 -1.027
N -1.714290 0.141603 -3.526163 -0.41 -0.40 0.19 0.295
C -2.743952 -0.067654 -2.664279 -2.54 -0.20 -0.38 0.137
O -3.943902 -0.233650 -2.976202 2.63 0.37 0.55 -0.737
C -2.199107 -0.036353 -1.249135 0.66 0.38 0.01 -0.129
C -2.482285 -1.306510 -0.434074 0.09 -0.07 -0.41 0.106
C -3.951787 -1.435099 -0.171951 -0.21 0.08 0.39 0.600
C -4.666100 -2.538851 -0.625353 -0.17 0.10 -0.12 -0.259
C -6.046859 -2.598234 -0.451164 -0.21 0.35 0.31 -0.644
C -6.711915 -1.577701 0.252131 0.36 -0.32 -0.11 -0.545
C -5.973630 -0.511166 0.768677 -0.06 0.24 0.02 -0.798
C -4.604988 -0.414607 0.527181 -0.19 -0.51 -0.25 -0.167
N -0.775999 0.151499 -1.513188 0.93 0.04 1.53 0.334
C 0.085759 0.346956 -0.440074 -0.35 -0.29 -1.48 -0.548
C 1.437295 0.311770 -0.542881 -1.21 -0.45 0.19 -0.655
C 2.317063 0.955124 0.510813 0.49 2.89 -1.17 1.357
C 3.824681 0.805639 -0.008099 0.60 -0.37 -0.04 -0.037
C 4.928560 1.097235 0.802100 1.78 0.07 -0.73 -0.092
C 6.294156 1.076418 0.338333 -1.36 -0.25 -0.62 -1.347
C 6.583017 0.762407 -0.992654 -0.25 0.16 0.46 -0.336
C 5.517685 0.431421 -1.836616 -1.68 0.89 2.65 -0.637
N 5.764566 0.469145 -3.233174 0.88 -0.18 -3.00 0.937
O 6.974515 0.666204 -3.536273 -3.01 -0.56 -0.30 -0.611
O 4.810861 0.350219 -4.055351 2.48 0.24 1.99 -0.575
C 4.179220 0.410474 -1.340815 -0.15 0.31 -0.35 -0.131
C 1.928772 0.468634 1.840092 -0.02 -4.14 4.80 -1.130
C 0.506870 0.316689 2.492532 0.65 0.22 -0.14 -0.439
C -0.117715 1.441129 3.028663 -0.54 0.88 -0.86 0.038
C -1.461428 1.446593 3.379465 0.59 -0.21 0.06 -1.372
C -2.149953 0.239474 3.419384 0.15 0.57 0.39 0.610
C -3.569842 0.232237 3.908880 -0.15 -0.26 -0.44 0.842
F -4.130909 -0.985436 3.677724 -0.06 1.04 0.43 -0.276
F -3.653964 0.501146 5.240833 -0.16 -0.20 -1.02 -0.275
F -4.291348 1.186252 3.240920 0.19 -0.75 0.80 -0.247
C -1.467834 -0.927626 3.165519 0.42 -0.73 -0.01 -0.558
C -0.128665 -0.901531 2.744175 0.08 -0.53 -0.79 -0.499
S 2.832802 1.110438 3.545669 -0.02 1.28 -0.68 1.063
O 1.973474 1.233277 4.715026 0.84 -0.47 -1.24 -0.571
O 3.560078 2.283961 3.080946 -0.29 -0.60 0.89 -0.659
C 4.109636 -0.185839 4.172569 0.22 0.11 0.19 0.747
F 4.954449 0.512337 4.970269 -0.77 -0.89 -0.82 -0.205
F 4.813012 -0.765910 3.168833 -0.73 0.45 1.03 -0.197
F 3.470031 -1.125562 4.896529 0.75 0.75 -0.80 -0.211
C -0.385778 0.090479 -2.921473 0.12 0.04 0.11 0.409
C 0.326832 -1.223976 -3.286081 -0.22 -0.04 -0.15 -1.460
C 0.465993 1.279759 -3.409355 -0.24 -0.02 0.14 -1.660
H -3.020748 0.018992 -5.090578 0.09 -0.01 -0.05 0.392
H -1.526246 0.937376 -5.438037 -0.10 -0.07 -0.07 0.286
H -1.476673 -0.837603 -5.370824 -0.13 0.07 0.03 0.334
H -2.582537 0.854140 -0.707076 0.01 -0.43 -0.36 0.317
H -2.118410 -2.161001 -1.025859 -0.06 0.11 0.27 0.285
H -1.912527 -1.276523 0.512848 -0.16 0.07 -0.43 -0.279
H -4.128243 -3.324063 -1.164223 -0.28 0.20 0.14 0.344
H -6.613032 -3.432914 -0.860625 0.12 0.15 0.11 0.374
H -7.794713 -1.623094 0.403324 0.44 -0.01 -0.05 0.376
H -6.464166 0.268154 1.359268 0.10 -0.26 -0.28 0.392
H -4.031203 0.454350 0.848926 -0.26 -0.20 0.11 0.406
H -0.436282 0.489128 0.508455 0.04 0.64 -0.51 0.693
H 1.807213 -0.325805 -1.377158 0.12 1.32 1.04 -0.108
H 2.037090 2.009601 0.843577 0.83 0.07 -2.55 0.515
H 4.805715 1.419508 1.812229 -0.12 0.14 0.10 0.558
H 7.117210 1.397544 0.977119 -0.42 -0.20 0.06 0.401
H 7.580942 0.841579 -1.430513 -0.39 -0.05 0.43 0.468
H 3.417354 0.156624 -2.090059 0.50 0.31 0.43 0.625
H 2.388664 -0.487229 1.753262 -0.04 -1.72 1.05 0.984
H 0.427295 2.373382 3.126532 -0.10 0.07 -0.39 0.514
H -1.934692 2.385945 3.622479 -0.09 -0.02 0.21 0.498
H -1.998836 -1.874457 3.274852 0.33 0.20 -0.01 0.487
H 0.392414 -1.854615 2.548060 -0.37 0.59 -0.08 0.356
H -0.328531 -2.076658 -3.068248 0.11 0.14 -0.21 0.335
H 0.588185 -1.174680 -4.352133 -0.09 -0.34 0.27 0.497
H 1.252125 -1.379773 -2.726590 -0.14 0.12 -0.16 0.343
H -0.124651 2.204113 -3.366760 0.17 -0.21 -0.01 0.380
H 1.372500 1.407826 -2.805692 -0.27 -0.07 -0.22 0.297
H 0.760455 1.070371 -4.446629 -0.03 0.24 0.26 0.486

---

2.
69
Properties=species:S:1:pos:R:3:forces:R:3:mulliken_charge:R:1 method="wB97M-V/def2-TZVPD" e_tot_ha=-1859.56121 charge=0 homo_energy_ev=-8.0 smiles="COc1ccc([C@H]2CC(=O)C3=C(C2)Nc2ccccc2N(C(=O)CCC(=O)O)[C@@H]3c2ccc(F)cc2)cc1OC"
C -8.547456 -0.697025 0.601599 -0.13 -0.18 0.02 -0.963
O -7.713086 0.430121 0.518647 0.44 0.24 -0.04 -0.455
C -6.367499 0.241651 0.310534 -0.16 0.02 0.01 1.429
C -5.781762 -1.014810 0.227233 -0.19 0.04 0.02 -0.652
C -4.421773 -1.172040 0.026148 0.10 0.06 -0.01 -0.968
C -3.596392 -0.068132 -0.103081 -0.04 -0.13 0.04 -0.299
C -2.117321 -0.235513 -0.334236 -0.04 0.23 0.00 1.395
C -1.685071 0.351633 -1.674702 0.02 -0.22 -0.10 -1.081
C -0.203942 0.159258 -1.916287 -0.35 0.17 0.10 0.646
O 0.237685 0.058808 -3.052751 -0.03 -0.03 -0.02 -0.698
C 0.660445 0.110352 -0.750225 0.48 -0.10 0.03 0.066
C 0.179511 0.237323 0.516885 -0.01 0.15 -0.46 0.478
C -1.289687 0.430534 0.765246 -0.10 -0.26 -0.11 -1.725
N 0.920949 0.270381 1.652978 -0.64 0.06 0.25 0.333
C 2.272950 0.082493 1.914590 0.89 -0.25 0.05 0.411
C 2.753660 0.565104 3.134102 -0.01 0.02 -0.08 -0.736
C 4.068305 0.382319 3.507031 -0.09 -0.02 0.03 -0.843
C 4.936008 -0.297704 2.667933 0.07 -0.05 -0.10 -0.902
C 4.476103 -0.780638 1.458960 -0.08 0.13 0.19 -0.679
C 3.154182 -0.602074 1.074499 -0.11 -0.05 0.50 0.009
N 2.713212 -1.105425 -0.173745 0.17 0.37 0.28 0.875
C 2.801474 -2.441728 -0.391423 0.15 -0.32 -0.36 0.637
O 3.220331 -3.195009 0.468241 0.02 -0.23 0.04 -0.631
C 2.341423 -2.996297 -1.733233 0.07 -0.10 0.08 -1.021
C 0.812512 -3.178288 -1.758354 0.02 -0.02 0.14 -0.064
C 0.357426 -3.636889 -0.393496 -0.42 0.24 -0.11 0.437
O -0.186506 -2.937125 0.422338 -0.05 0.08 0.17 -0.568
O 0.636262 -4.918857 -0.179704 0.23 -0.72 -0.12 -0.480
C 2.122164 -0.100536 -1.054505 -0.30 0.07 -0.32 -0.136
C 2.965879 1.156790 -0.965632 -0.01 0.12 -0.23 -0.462
C 2.444635 2.384059 -0.584776 0.08 -0.19 -0.11 -0.006
C 3.257866 3.499944 -0.490132 0.30 0.17 -0.01 -1.053
C 4.601839 3.371610 -0.780402 -0.17 -0.06 0.04 0.306
F 5.402333 4.453720 -0.679844 -0.04 -0.07 -0.02 -0.345
C 5.148602 2.163863 -1.175091 0.05 0.14 0.00 -0.870
C 4.320764 1.062946 -1.269017 -0.13 0.20 -0.03 -0.130
C -4.177635 1.187920 -0.024569 -0.26 -0.07 0.04 -0.379
C -5.540554 1.372981 0.179936 0.15 0.06 -0.02 -0.387
O -5.908871 2.685088 0.240315 0.27 -0.30 0.03 -0.458
C -7.262283 3.069601 0.323467 -0.44 0.27 0.03 -0.812
H -8.514684 -1.293471 -0.315946 0.01 0.01 0.04 0.365
H -9.553571 -0.302135 0.737111 0.04 -0.09 -0.01 0.255
H -8.290855 -1.329399 1.457859 0.00 0.01 -0.05 0.352
H -6.392266 -1.897920 0.323931 -0.10 -0.05 0.02 0.394
H -4.006658 -2.166896 -0.028282 0.07 -0.12 -0.01 0.460
H -1.877725 -1.303482 -0.323078 -0.03 0.09 0.01 0.020
H -2.234035 -0.100836 -2.502206 0.05 0.04 -0.01 0.367
H -1.888238 1.426102 -1.697981 -0.03 0.06 -0.01 0.327
H -1.560518 -0.001295 1.731140 0.03 0.03 0.05 0.537
H -1.514002 1.501566 0.799045 0.01 0.02 0.05 0.125
H 0.392047 0.492243 2.486851 0.05 -0.10 -0.19 0.361
H 2.073197 1.084562 3.794865 -0.07 0.09 0.05 0.444
H 4.414145 0.764787 4.455104 0.02 0.04 0.09 0.412
H 5.963863 -0.452486 2.955409 0.11 -0.02 0.02 0.418
H 5.134678 -1.327299 0.803214 0.04 -0.04 -0.09 0.444
H 2.815130 -3.975743 -1.821654 0.03 0.17 0.05 0.494
H 2.653950 -2.373757 -2.570557 -0.02 -0.02 -0.02 0.412
H 0.549880 -3.933785 -2.498786 -0.01 0.06 -0.02 0.553
H 0.314799 -2.242330 -2.001595 -0.01 -0.13 0.05 -0.267
H 0.442175 -5.171467 0.736340 -0.06 0.31 -0.06 0.408
H 2.172948 -0.448687 -2.093367 -0.03 0.03 0.25 0.987
H 1.392294 2.478678 -0.366230 -0.10 -0.01 0.03 0.341
H 2.861349 4.458577 -0.195300 -0.01 0.11 0.03 0.468
H 6.200104 2.099404 -1.405198 0.12 0.02 -0.02 0.443
H 4.731518 0.113875 -1.579779 0.06 -0.13 -0.01 0.428
H -3.587337 2.085413 -0.124274 0.09 0.15 -0.02 0.382
H -7.842581 2.691998 -0.520924 0.03 0.04 0.07 0.297
H -7.248051 4.159331 0.294580 -0.03 -0.07 0.00 0.283
H -7.722790 2.736396 1.255608 0.03 0.05 -0.10 0.267

---

3.
68
Properties=species:S:1:pos:R:3:forces:R:3:mulliken_charge:R:1 method="wB97M-V/def2-TZVPD" e_tot_ha=-1699.94224 charge=+2 homo_energy_ev=-13.1
Nb 0.329771 0.751818 -1.199584 -0.53 -0.33 -1.04 1.032
O 2.031816 0.593028 -2.147168 -1.10 -0.10 1.40 -0.864
C 3.156507 0.753572 -1.391764 1.46 -0.21 -1.43 0.826
C 4.281024 -0.022598 -1.706668 -1.11 -0.17 0.15 -0.477
C 5.479455 0.288678 -1.132887 1.49 -0.09 -0.52 -0.466
C 5.646876 1.385866 -0.293741 -0.08 0.70 0.79 -0.616
C 4.553666 2.145062 0.087609 0.66 -0.32 0.03 -0.854
C 3.325019 1.853408 -0.549382 0.20 -0.21 0.84 0.973
C 2.345928 2.821279 -0.338244 -3.44 0.60 -1.45 -0.313
N 1.065192 2.690376 -0.761405 1.64 -1.14 1.55 0.395
N 0.119049 3.645169 -0.561786 -1.65 -0.19 -0.78 -1.056
C -1.090029 3.187236 -0.940289 1.62 1.87 0.31 0.634
O -1.356344 1.951563 -1.286388 2.23 -0.99 0.23 -0.656
C -2.157300 4.140620 -1.126931 -1.02 0.31 -0.20 0.601
C -2.069957 5.440368 -0.619945 0.13 0.27 -0.29 -0.259
C -3.039689 6.366862 -0.922188 -0.71 0.06 -0.29 -0.711
C -4.187760 5.945078 -1.587103 -0.88 1.72 -0.44 -0.276
C -4.290243 4.691436 -2.131929 0.96 -0.31 0.29 -0.744
C -3.244385 3.794684 -1.951124 -0.32 -0.61 0.12 -0.309
H 4.182369 -0.834736 -2.413864 0.01 0.02 -0.03 0.507
H 6.388542 -0.261932 -1.433929 -0.68 0.21 0.24 0.395
H 6.643624 1.672566 0.016197 -0.07 -0.21 0.26 0.436
H 4.596235 2.945208 0.880678 0.12 -0.82 -1.27 0.387
H 2.732346 3.755746 0.021878 -0.63 0.59 0.48 0.555
H -1.215256 5.759249 -0.063243 0.47 -0.07 0.22 0.453
H -2.949659 7.435281 -0.749845 0.19 -0.29 0.55 0.390
H -5.001618 6.690725 -1.784298 0.87 -0.80 0.23 0.322
H -5.121882 4.457220 -2.745248 -0.64 -0.36 -0.39 0.442
H -3.315356 2.814165 -2.452642 0.27 0.58 0.46 0.288
N 0.524289 -0.088882 0.398448 -0.47 -0.41 0.24 -0.129
C 0.543105 -1.100844 1.265182 0.36 0.30 0.82 -0.166
C -0.210663 -1.097937 2.557125 -0.05 -0.63 -1.27 0.398
C -0.685462 -2.326389 3.096486 0.20 0.09 -0.27 -0.302
C -1.302580 -2.345714 4.325499 0.14 -0.20 0.30 -0.854
C -1.339203 -1.178169 5.097056 0.34 -0.21 -0.21 -0.465
C -1.002323 0.051951 4.529277 -0.29 0.01 -0.77 -0.756
C -0.529394 0.095664 3.214840 0.11 0.38 -0.07 -0.150
C 1.401544 -2.251832 0.942042 0.13 -0.99 0.66 0.506
C 1.968656 -3.121980 1.946947 -1.05 1.08 -0.30 -0.385
C 2.572850 -4.283855 1.578596 0.92 -1.35 -0.47 -0.814
C 2.554986 -4.706917 0.220203 0.12 -0.85 1.29 -0.482
C 2.059870 -3.896931 -0.746932 -0.49 1.48 -0.75 -1.405
C 1.575097 -2.628755 -0.388059 0.23 0.26 -0.71 0.163
H -0.599926 -3.280929 2.575451 0.18 0.42 -0.11 0.536
H -1.686505 -3.304163 4.699789 0.23 0.58 0.02 0.405
H -1.567052 -1.283443 6.145657 -0.45 0.31 0.09 0.445
H -1.190305 0.991037 5.034938 0.16 -0.17 0.22 0.444
H -0.378424 1.044426 2.673010 0.15 -0.46 0.59 0.401
H 1.873905 -2.865363 2.997436 0.17 0.09 -0.16 0.641
H 3.095331 -4.926470 2.316892 -0.63 0.54 -0.48 0.417
H 2.872830 -5.707625 -0.067469 0.24 0.22 0.30 0.451
H 2.037026 -4.196301 -1.797628 0.20 0.08 0.36 0.518
H 1.386713 -1.897834 -1.188014 -0.34 -0.49 0.34 1.204
C -2.657571 -3.183376 -0.456791 -0.48 -1.06 -0.87 -1.030
N -2.407414 -1.909457 -1.114512 2.28 0.99 -1.17 0.313
C -3.144458 -0.794181 -0.548687 -1.18 0.38 0.09 -0.939
C -1.390820 -1.707435 -1.997094 -1.40 -0.31 0.88 0.911
C -0.875572 -2.872018 -2.791197 0.73 -0.12 -0.06 -1.378
O -0.884726 -0.525902 -2.268174 -0.64 -1.05 1.12 -0.760
H -2.498840 -3.063337 0.612231 -0.23 0.06 0.06 0.331
H -2.006450 -3.984393 -0.807998 0.14 0.29 -0.04 0.399
H -3.681504 -3.515650 -0.706138 0.34 0.25 0.48 0.376
H -4.004010 -1.135521 0.056408 0.49 -0.33 -0.46 0.422
H -3.581967 -0.197441 -1.357341 0.43 0.16 0.26 0.335
H -2.554733 -0.216039 0.142610 0.45 0.48 0.01 0.328
H -1.699691 -3.494276 -3.229631 0.82 0.78 0.19 0.441
H -0.253678 -3.542897 -2.155816 -0.52 0.43 -0.29 0.224
H -0.170892 -2.407814 -3.519430 -0.77 -0.72 0.11 0.372